DFT (ωB97M-V/def2-TZVPD) results for a cluster of 12 separate species, C36H96O12 in total in a non-equilibrium geometry.

Each line ends with the Löwdin charge.
Geometry (Å):
1 C 6.79899 -2.16715 -0.13926  -0.146
2 C 5.91867 -3.40964 0.10269  -0.476
3 C 4.67801 -3.09905 0.96748  -0.081
4 O 5.43255 -3.90502 -1.16328  -0.226
5 H 7.70768 -2.38186 -0.70165  0.037
6 H 7.13681 -1.78721 0.82491  0.059
7 H 6.22291 -1.39953 -0.65598  0.060
8 H 6.47587 -4.21776 0.57662  0.117
9 H 5.00156 -2.98284 2.00185  0.070
10 H 3.92556 -3.88701 0.93556  0.069
11 H 4.06596 -2.22784 0.73412  0.053
12 H 6.18048 -3.78304 -1.75262  0.018
13 C 0.56906 -0.89416 0.43088  -0.026
14 C 0.39889 0.56419 0.16348  -0.489
15 C -0.91679 1.00737 0.74894  -0.045
16 O 1.38468 1.38285 0.71041  -0.047
17 H -0.16969 -1.42782 -0.16706  0.051
18 H 0.34213 -1.14714 1.46655  0.091
19 H 1.57673 -1.19575 0.14494  0.081
20 H 0.25203 0.73568 -0.90289  0.124
21 H -1.75533 0.44896 0.33285  0.070
22 H -1.05236 2.06678 0.53135  0.054
23 H -1.01112 0.95405 1.83354  0.088
24 H 1.12362 2.29500 0.56396  0.066
25 C 4.52259 0.61122 1.84956  -0.039
26 C 3.70848 0.56483 3.16171  -0.450
27 C 4.45087 1.11810 4.39032  -0.052
28 O 2.47416 1.20933 3.02544  -0.081
29 H 5.24128 -0.20822 1.83981  0.053
30 H 5.14528 1.50244 1.77162  0.077
31 H 4.00800 0.41687 0.90854  0.061
32 H 3.41754 -0.46708 3.35824  0.128
33 H 5.38825 0.58070 4.53391  0.073
34 H 3.92136 1.01104 5.33703  0.077
35 H 4.70702 2.17753 4.37989  0.076
36 H 2.12269 1.03543 2.14918  0.033
37 C 0.56757 -3.81483 -1.50993  -0.053
38 C 2.01617 -4.09015 -1.98821  -0.447
39 C 2.00085 -4.31342 -3.53844  -0.064
40 O 2.79932 -2.98855 -1.64142  -0.098
41 H 0.42644 -3.64060 -0.44324  0.054
42 H 0.07549 -4.76261 -1.72828  0.075
43 H 0.07796 -3.03622 -2.09486  0.062
44 H 2.43048 -4.94211 -1.44913  0.130
45 H 2.99146 -4.14352 -3.96027  0.058
46 H 1.38648 -3.61619 -4.10810  0.055
47 H 1.73317 -5.33646 -3.80267  0.066
48 H 3.70478 -3.30720 -1.65565  0.045
49 C 0.04496 -4.06805 3.56185  -0.056
50 C -0.44224 -5.49160 3.24926  -0.505
51 C -1.18082 -5.53324 1.94704  -0.072
52 O 0.65499 -6.39981 3.25326  -0.046
53 H -0.75989 -3.34562 3.69750  0.079
54 H 0.73348 -3.66442 2.81948  0.070
55 H 0.64076 -4.08518 4.47445  0.075
56 H -1.12630 -5.69738 4.07255  0.126
57 H -1.66456 -6.48898 1.74535  0.076
58 H -0.53032 -5.26113 1.11584  0.073
59 H -2.02584 -4.84662 1.89611  0.060
60 H 0.33484 -7.27895 3.03829  0.082
61 C -4.46763 5.79673 2.94895  -0.079
62 C -4.77778 4.72804 1.98791  -0.509
63 C -3.80024 3.57951 2.07987  -0.043
64 O -6.10960 4.27286 2.30353  -0.059
65 H -3.54990 6.30991 2.66169  0.080
66 H -4.32234 5.42716 3.96404  0.085
67 H -5.19556 6.60738 2.98177  0.079
68 H -4.74959 5.11733 0.97019  0.131
69 H -4.30224 2.76557 1.55680  0.052
70 H -3.68957 3.24766 3.11222  0.087
71 H -2.83440 3.66323 1.58162  0.069
72 H -6.42060 3.78183 1.53949  0.018
73 C -0.94537 -1.39647 -5.21220  -0.056
74 C -1.29349 -0.26055 -4.25101  -0.492
75 C -2.82008 0.00222 -4.23619  -0.040
76 O -0.98656 -0.64488 -2.95867  -0.075
77 H -1.04267 -1.06925 -6.24736  0.073
78 H -1.69296 -2.17892 -5.08186  0.073
79 H 0.02322 -1.88599 -5.11062  0.058
80 H -0.62976 0.57654 -4.46745  0.131
81 H -3.02937 0.95269 -3.74535  0.057
82 H -3.41922 -0.74525 -3.71619  0.063
83 H -3.23334 -0.03355 -5.24419  0.073
84 H -0.02798 -0.60846 -2.92100  0.023
85 C -4.79043 2.06270 -1.25776  -0.023
86 C -6.14566 1.72793 -0.57559  -0.450
87 C -6.24373 0.52033 0.33448  -0.034
88 O -6.68821 2.85946 0.10214  -0.080
89 H -3.91101 1.77340 -0.68241  0.065
90 H -4.73292 3.13183 -1.46204  0.076
91 H -4.73882 1.57197 -2.22968  0.060
92 H -6.90744 1.49711 -1.32024  0.127
93 H -7.21636 0.40252 0.81221  0.090
94 H -5.48273 0.61400 1.10920  0.075
95 H -5.92104 -0.36769 -0.20903  0.065
96 H -6.89113 3.57773 -0.50163  0.105
97 C -0.05155 3.11649 4.64992  -0.048
98 C 0.93499 4.01576 3.86297  -0.472
99 C 0.93529 5.49814 4.22114  -0.050
100 O 2.25171 3.61113 4.19812  -0.090
101 H 0.30277 2.99808 5.67390  0.077
102 H -0.22168 2.11184 4.26283  0.064
103 H -1.00866 3.62758 4.75392  0.061
104 H 0.79059 3.72933 2.82123  0.117
105 H 0.61494 5.70515 5.24223  0.074
106 H 0.19556 5.94679 3.55811  0.068
107 H 1.92220 5.94675 4.10775  0.075
108 H 2.36825 2.75164 3.78666  0.016
109 C -2.99647 -2.42837 -0.11015  -0.024
110 C -4.11631 -2.59924 -1.11717  -0.518
111 C -3.85171 -3.66889 -2.15890  -0.053
112 O -5.34465 -2.93379 -0.52149  -0.053
113 H -2.03635 -2.26969 -0.60114  0.062
114 H -3.00003 -3.33615 0.49320  0.068
115 H -3.23652 -1.50938 0.42460  0.076
116 H -4.26582 -1.61390 -1.55860  0.118
117 H -3.63232 -4.65022 -1.73826  0.080
118 H -2.93886 -3.40246 -2.69164  0.066
119 H -4.62072 -3.76062 -2.92592  0.079
120 H -5.14590 -3.57398 0.16571  0.083
121 C 3.50991 0.80554 -2.39647  -0.051
122 C 2.62866 0.11334 -3.46431  -0.487
123 C 3.43954 -0.76885 -4.42818  -0.095
124 O 1.71877 -0.74438 -2.89244  -0.084
125 H 2.98030 1.30233 -1.58357  0.053
126 H 4.12163 1.56061 -2.89021  0.070
127 H 4.12316 0.05759 -1.89388  0.068
128 H 2.02734 0.88678 -3.94214  0.127
129 H 2.71856 -1.16218 -5.14483  0.070
130 H 3.98536 -1.51067 -3.84517  0.063
131 H 4.16982 -0.15105 -4.95078  0.062
132 H 2.22796 -1.36953 -2.37137  0.054
133 C 1.52879 3.95271 -2.37031  -0.058
134 C 0.68568 4.69762 -1.31923  -0.465
135 C -0.76938 4.28633 -1.38342  -0.054
136 O 1.21671 4.22930 -0.10134  -0.070
137 H 2.61511 4.01475 -2.30561  0.076
138 H 1.29337 4.41263 -3.33008  0.074
139 H 1.29659 2.88963 -2.43411  0.067
140 H 0.76802 5.77962 -1.42215  0.135
141 H -0.95124 3.21347 -1.32010  0.065
142 H -1.22931 4.62699 -2.31107  0.083
143 H -1.35714 4.66832 -0.54872  0.074
144 H 2.10588 4.57910 -0.00856  0.103

The max |F| is 0.0432 hartree/bohr. The value obtained for the HOMO-LUMO gap (alpha / beta) is 1.3 / 9.2 eV. As for the spin multiplicity: 2. Its energy above the lowest of the compared OMol25 structures with the same formula, charge and spin is 0.00 kcal per mole. As for the highest occupied orbital energy (alpha / beta): 0.60 / -7.40 eV. The electronic energy comes out at -2332.00994 Ha. As for the charge: -1.